[1]
A molecular structure, C25H44F14Li3N3O23S11 in a non-equilibrium geometry. Source: the OMol25 dataset; level of theory: wB97M-V/def2-TZVPD.

Values from the calculation:
multiplicity = 1
electronic energy = -8674.07936 Ha
E_HOMO = -0.3317 hartree
gap between HOMO and LUMO = 4.657 eV

Positions of all 123 atoms, in Å:
1 Li -0.3148 3.8711 -1.7237
2 Li 6.8424 -2.6532 -4.9284
3 Li 0.4171 2.0904 -5.2420
4 N -0.4434 5.7875 -4.8954
5 S -2.0171 6.3526 -5.2454
6 O -2.4492 6.3640 -6.6130
7 O -2.4823 7.3232 -4.2592
8 F -2.7611 5.0154 -4.7597
9 S 0.2527 7.0407 -5.4298
10 O 0.3458 8.1752 -4.5320
11 O 0.0411 7.3122 -6.8542
12 F 1.7649 6.4739 -5.2858
13 N 7.8782 -5.9487 -3.3055
14 S 7.6249 -6.0686 -1.5564
15 O 7.4780 -4.7546 -0.9659
16 O 8.1609 -7.1036 -0.6651
17 F 6.1293 -6.5281 -1.5799
18 S 9.2837 -6.5484 -3.1117
19 O 9.3474 -8.0114 -3.1523
20 O 10.2975 -5.7457 -2.5045
21 F 9.7858 -6.1501 -4.6691
22 N 1.3457 0.5287 -1.8536
23 S 2.9727 0.5205 -1.4121
24 O 3.8788 -0.1700 -2.3738
25 O 3.3839 0.5009 -0.0011
26 F 3.1505 2.0953 -1.7008
27 S 1.0388 -0.7817 -1.1477
28 O 0.3769 -0.6089 0.1542
29 O 1.7738 -2.0125 -1.4809
30 F -0.3707 -1.0114 -1.9956
31 C -6.3683 1.5966 -9.8080
32 C -5.9347 0.5393 -10.8462
33 C -4.7313 -0.3085 -10.2945
34 S -4.8860 -0.3022 -8.4836
35 O -3.7064 0.3172 -7.8829
36 O -5.4127 -1.6537 -8.0670
37 C -6.3317 0.9026 -8.4918
38 H -7.3674 1.9623 -10.0454
39 H -5.6949 2.4421 -9.9487
40 H -5.8575 0.9724 -11.8435
41 H -6.6948 -0.2190 -11.0341
42 H -3.7272 0.0665 -10.4924
43 H -4.7792 -1.3604 -10.5765
44 H -6.2859 1.3218 -7.4867
45 H -7.1486 0.1812 -8.5138
46 C -1.3979 -0.8442 6.7329
47 C -0.7886 0.6523 6.6343
48 C -0.6972 1.2462 8.0418
49 S -1.5168 -0.0218 9.1962
50 O -2.4375 0.6288 10.1366
51 O -0.3682 -0.7738 9.7164
52 C -2.3271 -0.9801 7.9535
53 H -0.5227 -1.4911 6.7939
54 H -1.9091 -1.1677 5.8262
55 H -1.4753 1.2329 6.0183
56 H 0.1859 0.6192 6.1471
57 H -1.4117 2.0693 8.0469
58 H 0.2256 1.6150 8.4896
59 H -3.3239 -0.6076 7.7172
60 H -2.4631 -1.9840 8.3558
61 C -1.8751 -7.9306 4.7192
62 C -1.1217 -7.0711 3.6460
63 C -0.4636 -7.7961 2.4507
64 S -0.9280 -9.5386 2.6816
65 O 0.2043 -10.1826 3.3716
66 O -1.4282 -10.0817 1.4410
67 C -2.3012 -9.1735 3.9779
68 H -2.7156 -7.4025 5.1696
69 H -1.2829 -8.1190 5.6148
70 H -0.3586 -6.4378 4.0985
71 H -1.7647 -6.3701 3.1138
72 H 0.6177 -7.8860 2.3468
73 H -1.0252 -7.4631 1.5779
74 H -2.4014 -10.1492 4.4534
75 H -3.1689 -8.9632 3.3525
76 C 5.5521 7.9890 2.1808
77 C 5.9229 7.1585 3.4478
78 C 4.8415 6.0885 3.5739
79 S 3.2538 6.8099 2.9404
80 O 2.3900 7.2732 4.0384
81 O 2.6420 5.9151 1.9508
82 C 3.9916 8.2012 2.1247
83 H 6.0444 7.5298 1.3236
84 H 6.0753 8.9428 2.2491
85 H 6.0127 7.8172 4.3116
86 H 6.9672 6.8481 3.4117
87 H 4.5503 5.6731 4.5386
88 H 4.9655 5.2520 2.8863
89 H 3.7813 9.0833 2.7296
90 H 3.5345 8.3810 1.1517
91 C 10.4396 2.5370 -1.4536
92 C 11.7494 1.7872 -1.3005
93 C 12.0451 0.8591 -2.5484
94 S 10.9882 1.4975 -3.9227
95 O 9.9159 0.5413 -4.1475
96 O 11.7159 1.9309 -5.1171
97 C 10.4398 2.9051 -2.8959
98 H 10.4528 3.4057 -0.7953
99 H 9.6624 1.8266 -1.1720
100 H 11.8194 1.3859 -0.2895
101 H 12.6710 2.3609 -1.3996
102 H 11.5921 -0.0879 -2.2551
103 H 13.0992 0.8251 -2.8239
104 H 9.5159 3.1371 -3.4258
105 H 11.0940 3.7238 -3.1955
106 C -10.9210 -2.1238 3.6490
107 C -9.9704 -1.3087 2.6838
108 C -8.4437 -1.6190 2.9036
109 F -8.0069 -2.8084 3.1836
110 F -7.7720 -1.0747 1.8602
111 F -10.3138 -1.5620 1.4105
112 F -10.2247 -0.0182 2.8453
113 O -12.3287 -2.0419 3.3852
114 C -12.9817 -1.0358 4.1817
115 C -14.5329 -1.0542 3.9662
116 F -14.8851 -0.9456 2.6319
117 F -14.9514 -2.2271 4.3756
118 F -12.8179 -1.1283 5.5301
119 F -12.6923 0.1820 3.7914
120 H -10.6250 -1.8064 4.6489
121 H -10.6158 -3.1696 3.6138
122 H -8.1746 -1.0370 3.7850
123 H -15.0329 -0.2604 4.5210

=====

[2]
A molecular structure, C25H44N9O6P2Pt. Source: the OMol25 dataset; level of theory: wB97M-V/def2-TZVPD.

Values from the calculation:
ΔE to the lowest compared entry with this formula, charge and spin = 0.459 eV
multiplicity = 1
electronic energy = -2724.55932 Ha
E_HOMO = -0.5915 hartree
gap between HOMO and LUMO = 5.449 eV
charge = +3

Positions of all 87 atoms, in Å:
1 Pt -0.8125 -0.5425 -1.0308
2 O 1.6320 1.6433 -3.3933
3 C 0.6997 1.1017 -2.8947
4 N 0.7380 -0.0847 -2.1499
5 C 1.6465 -1.1484 -2.3385
6 O 2.7788 -1.0320 -2.6717
7 C 0.8843 -2.4405 -2.2792
8 C 1.4060 -3.6415 -2.6996
9 C 0.5473 -4.7306 -2.8030
10 C -0.7972 -4.5723 -2.4930
11 C -1.2534 -3.3415 -2.0569
12 N -0.4140 -2.3052 -1.9550
13 C -0.7382 1.4631 -3.0848
14 C -1.1870 2.4524 -3.9272
15 C -2.5587 2.5903 -4.1078
16 C -3.4248 1.7397 -3.4335
17 C -2.9100 0.7732 -2.5886
18 N -1.5873 0.6425 -2.4505
19 H 2.4540 -3.6959 -2.9638
20 H 0.9192 -5.6881 -3.1438
21 H -1.4954 -5.3914 -2.5949
22 H -2.2884 -3.1679 -1.7942
23 H -0.4603 3.0732 -4.4360
24 H -2.9491 3.3488 -4.7738
25 H -4.4964 1.8162 -3.5540
26 H -3.5430 0.1046 -2.0227
27 C 2.8049 0.1754 3.1752
28 N 2.6062 1.1976 2.1449
29 C 3.3520 2.4391 2.3699
30 P 2.2182 0.7986 0.6097
31 O 1.5498 -0.5266 0.5472
32 O 1.1565 1.9729 0.1282
33 P -0.3327 2.2007 0.6273
34 O -1.2229 1.0504 0.0971
35 N -0.7170 3.6128 -0.0547
36 C -2.1011 4.0807 0.1146
37 C 0.2327 4.6712 -0.4207
38 N -0.5024 2.2142 2.2239
39 C -0.8080 1.0134 3.0051
40 C -0.3785 3.4631 2.9882
41 N 3.3932 1.0460 -0.4882
42 C 4.5423 0.1352 -0.3502
43 C 3.7467 2.3201 -1.1193
44 H 3.8595 -0.0935 3.2685
45 H 2.2308 -0.7122 2.9239
46 H 2.4657 0.5616 4.1374
47 H 4.4306 2.2657 2.3842
48 H 3.0608 2.8653 3.3302
49 H 3.1268 3.1701 1.5929
50 H -2.7570 3.2531 0.3826
51 H -2.4508 4.5122 -0.8233
52 H -2.1618 4.8457 0.8906
53 H 1.2467 4.2865 -0.4523
54 H 0.1827 5.4919 0.2976
55 H -0.0262 5.0615 -1.4050
56 H -0.6485 0.1213 2.4043
57 H -1.8390 1.0402 3.3623
58 H -0.1410 0.9731 3.8662
59 H 0.1625 4.2170 2.4192
60 H 0.1876 3.2638 3.8973
61 H -1.3580 3.8531 3.2666
62 H 4.2496 -0.7737 0.1763
63 H 5.3586 0.6147 0.1950
64 H 4.8921 -0.1457 -1.3421
65 H 2.8674 2.9413 -1.2558
66 H 4.1620 2.1092 -2.1040
67 H 4.4926 2.8640 -0.5344
68 C -3.4900 -4.2390 0.7515
69 N -2.8659 -2.9147 0.8423
70 C -3.7119 -1.7764 0.5083
71 C -1.5569 -2.7197 1.0454
72 O -1.0177 -1.5992 0.6511
73 N -0.7884 -3.5859 1.6877
74 C 0.6702 -3.4447 1.6471
75 C -1.2839 -4.5082 2.7173
76 H -4.0791 -4.2780 -0.1658
77 H -4.1552 -4.4274 1.5932
78 H -2.7303 -5.0134 0.7083
79 H -4.7479 -2.0547 0.6864
80 H -3.6251 -1.5010 -0.5506
81 H -3.4708 -0.9145 1.1269
82 H 0.9860 -2.9096 0.7582
83 H 1.1078 -4.4414 1.6619
84 H 1.0182 -2.8913 2.5196
85 H -2.3238 -4.3080 2.9507
86 H -0.6946 -4.3450 3.6188
87 H -1.1642 -5.5453 2.4068

=====

[3]
A molecular structure, C25H44O2P2Y in a non-equilibrium geometry. Source: the OMol25 dataset; level of theory: wB97M-V/def2-TZVPD.

Values from the calculation:
ΔE to the lowest compared entry with this formula, charge and spin = 10.074 eV
multiplicity = 1
electronic energy = -1850.01881 Ha
E_HOMO (spin up / spin down) = -0.3261 / -0.3296 hartree
gap between HOMO and LUMO (spin up / spin down) = 4.322 / 4.237 eV
charge = +1

Positions of all 74 atoms, in Å:
1 Y -0.0457 1.4300 -2.6772
2 C -1.0006 -1.3113 0.4447
3 C 0.3102 -1.5182 -0.0548
4 C 0.4581 0.0047 1.6542
5 C -0.9155 -0.3707 1.5128
6 C 1.2125 -0.7563 0.7170
7 C -2.2280 -1.9771 -0.0381
8 H -2.3988 -1.7885 -1.1244
9 H -3.1078 -1.6143 0.5068
10 H -2.1583 -3.0732 0.0882
11 C -2.0372 0.1505 2.3013
12 H -2.8416 -0.6022 2.3650
13 H -2.4503 1.0586 1.8268
14 H -1.7062 0.4024 3.3209
15 C 0.9946 1.0273 2.5653
16 H 0.4335 1.0424 3.5111
17 H 0.9230 2.0300 2.1064
18 H 2.0557 0.8262 2.7787
19 C 2.6730 -0.7329 0.5557
20 H 3.0566 -1.7411 0.3310
21 H 3.1499 -0.3803 1.4748
22 H 2.9531 -0.0572 -0.2663
23 C 0.7138 -2.4210 -1.1605
24 H 1.2570 -3.2925 -0.7646
25 H 1.3898 -1.9190 -1.8722
26 H -0.1555 -2.7890 -1.7160
27 C -1.5709 2.1124 -4.0553
28 C -1.8141 0.7528 -4.1541
29 C -1.3837 0.0763 -5.4768
30 C 0.1034 -0.2986 -5.6186
31 C 0.9208 -0.0918 -4.3234
32 C 1.7151 1.2521 -4.4309
33 C 0.9916 2.6792 -4.4513
34 C -0.5341 2.8096 -4.8805
35 H -1.6742 0.7390 -6.3005
36 H 0.5553 0.2611 -6.4552
37 H -2.0091 -0.7996 -5.6390
38 H -0.5825 2.5218 -5.9362
39 H -2.1964 2.7114 -3.3534
40 H -2.8438 0.3356 -3.7638
41 H -0.7356 3.8914 -4.8210
42 H 1.1151 3.1983 -3.4605
43 H 2.2485 1.1996 -5.4046
44 H 1.5917 3.2904 -5.1569
45 H 0.1640 -1.3483 -5.9560
46 H 1.6467 -0.9110 -4.3477
47 P -3.2923 -1.5926 -3.1727
48 C -4.9421 -0.8148 -3.1157
49 C -3.2906 -2.7400 -4.5722
50 P 3.3174 1.2616 -3.2264
51 C 2.2707 1.5551 -1.8965
52 C 4.2474 -0.2804 -3.4332
53 C 4.3019 2.6128 -3.8979
54 H -4.8651 -0.0618 -2.3096
55 H -5.6469 -1.6188 -2.8352
56 H -5.2278 -0.2903 -4.0445
57 H -2.3219 -2.7125 -5.1015
58 H -4.1341 -2.6185 -5.2639
59 H -3.3501 -3.7076 -4.0276
60 H 3.9144 3.0395 -4.8391
61 H 5.3688 2.3340 -4.0306
62 H 4.2366 3.3532 -3.0980
63 H 2.7743 1.8474 -0.9456
64 H 0.2768 -0.3998 -3.4448
65 H 5.0022 -0.3780 -2.6267
66 H 4.7982 -0.3100 -4.3994
67 H 3.5805 -1.1614 -3.3795
68 C -1.7050 3.6633 0.5717
69 C -1.2214 2.9289 -0.6347
70 O -0.3761 3.5193 -1.4152
71 O -1.5933 1.6817 -0.8215
72 H -2.6380 4.1906 0.3171
73 H -0.9544 4.3788 0.8605
74 H -1.9608 3.0323 1.4305